The following is a quantum chemistry calculation of 10 unconnected molecules or ions with the total composition C2H22NO11 at a distorted geometry, from the Open Molecules 2025 dataset.

Calculated values
F_max: 0.045 Eh/bohr
Molecular weight: 236.2 g/mol
Energy above the lowest of the compared OMol25 structures with the same formula, charge and spin: 18.3 kcal/mol
Total charge: -1
HOMO-LUMO gap: 8.95 eV

The geometry in XYZ format:
```
36
Properties=species:S:1:pos:R:3:mulliken_charge:R:1
O 3.692 -1.464 -1.455 -0.655
O 1.800 2.014 -2.127 -0.670
O 2.011 1.388 1.318 -0.680
O 0.574 1.125 3.574 -0.746
O -3.290 0.778 2.179 -0.767
O -0.231 -0.496 -1.817 -0.671
O -0.436 0.949 0.235 -0.564
O -1.564 2.696 2.991 -0.800
O -0.170 -1.925 2.264 -0.671
O -2.950 -0.380 -1.838 -0.702
O -0.567 -2.530 -0.329 -0.624
N 1.993 -0.723 -2.734 -0.209
C 0.480 -0.640 -2.988 -0.774
C 2.492 -1.489 -1.734 0.119
H -1.281 2.768 2.075 0.318
H -2.350 2.099 2.882 0.462
H -1.998 -0.234 -1.736 0.456
H 0.453 0.950 0.641 0.315
H 2.577 0.049 -2.998 0.361
H -0.049 -1.417 1.464 0.412
H -0.982 -3.300 -0.758 0.225
H -0.291 0.567 -0.684 0.354
H -3.016 -1.226 -1.330 0.287
H 1.397 1.245 -1.736 0.219
H 1.827 1.329 2.271 0.349
H -3.065 0.892 1.213 0.353
H 0.250 0.192 3.663 0.313
H 1.805 -2.216 -1.287 0.330
H -0.213 1.706 3.554 0.420
H -0.185 -2.817 1.921 0.259
H -0.400 -1.871 -1.055 0.292
H 2.627 0.786 0.915 0.313
H -2.771 -0.062 2.377 0.374
H 0.426 0.239 -3.636 0.360
H 1.111 2.665 -1.904 0.362
H 0.294 -1.649 -3.389 0.280
```